No. 1
C21H24N4O2S | ωB97M-V/def2-TZVPD

As for the relative energy (zero: lowest compared OMol25 entry of this formula, charge and spin): 1.539 eV. The SMILES is COCCCNC(=O)c1sc2ncnc(N3CCc4ccccc4C3)c2c1C. The value obtained for the orbital gap is 0.30824 Eh. As for the HOMO energy: -8.2 eV.

The geometry in ORCA input format:
```
! wB97M-V def2-TZVPD RIJCOSX def2/J DEFGRID3
* xyz 0 1
C 3.8611 -1.1264 -1.7253
O 3.8761 0.2122 -1.2840
C 4.7758 1.0515 -1.9796
C 4.3620 1.3928 -3.4148
C 3.0736 2.2216 -3.4808
N 1.9560 1.5583 -2.8463
C 1.3507 0.5150 -3.4668
O 1.5579 0.2338 -4.6361
C 0.3564 -0.2514 -2.6953
S -0.4509 -1.4399 -3.6934
C -1.3339 -2.0011 -2.3214
N -2.1101 -3.0782 -2.3497
C -2.6104 -3.4204 -1.1840
N -2.5669 -2.7150 -0.0685
C -1.9052 -1.5578 -0.0597
N -2.0637 -0.7713 1.0481
C -2.3453 0.6440 0.8952
C -1.8285 1.4085 2.1088
C -2.3391 0.7893 3.3794
C -2.3506 1.5198 4.5617
C -2.8066 0.9575 5.7380
C -3.2602 -0.3518 5.7419
C -3.2497 -1.0849 4.5715
C -2.7890 -0.5264 3.3841
C -2.8241 -1.3611 2.1343
C -1.0867 -1.2180 -1.1710
C -0.0459 -0.2631 -1.3847
C 0.6219 0.4606 -0.2563
H 3.2637 -1.6823 -1.0043
H 3.4071 -1.2285 -2.7159
H 4.8749 -1.5408 -1.7522
H 5.7734 0.5880 -1.9927
H 4.8250 1.9654 -1.3794
H 5.1709 1.9564 -3.8807
H 4.2144 0.4768 -3.9877
H 2.8082 2.3803 -4.5289
H 3.2148 3.1878 -2.9910
H 1.9317 1.5981 -1.8423
H -3.1603 -4.3508 -1.1414
H -1.9021 1.0140 -0.0279
H -3.4354 0.7843 0.8269
H -2.1446 2.4519 2.0465
H -0.7353 1.3954 2.1254
H -1.9984 2.5416 4.5516
H -2.8113 1.5373 6.6488
H -3.6202 -0.7990 6.6563
H -3.6027 -2.1061 4.5690
H -2.4104 -2.3528 2.3313
H -3.8731 -1.5091 1.8309
H 0.3842 1.5254 -0.2520
H 0.2971 0.0256 0.6853
H 1.7036 0.3427 -0.3210
*
```

---

No. 2
C21H24N4O3S | ωB97M-V/def2-TZVPD

As for the relative energy (zero: lowest compared OMol25 entry of this formula, charge and spin): 2.324 eV. The SMILES is COc1ccc(/C=C/C(=O)NC(=S)N2CCN(c3ccccn3)CC2)cc1OC. The value obtained for the orbital gap is 0.28757 Eh. As for the HOMO energy: -8.0 eV.

The geometry in ORCA input format:
```
! wB97M-V def2-TZVPD RIJCOSX def2/J DEFGRID3
* xyz 0 1
C 3.8179 -6.7671 1.9545
O 3.2021 -5.6720 2.5877
C 2.7723 -4.6387 1.8256
C 2.8830 -4.5562 0.4454
C 2.4104 -3.4528 -0.2417
C 1.8100 -2.3953 0.4344
C 1.3044 -1.2116 -0.2257
C 1.3180 -0.9629 -1.5439
C 0.7670 0.2280 -2.1992
O 0.4848 0.2547 -3.3799
N 0.5871 1.3230 -1.3634
C 0.2384 2.6093 -1.7563
S 1.0619 3.8581 -1.0555
N -0.7348 2.7662 -2.6616
C -1.7671 1.7800 -2.9077
C -3.1402 2.4696 -2.7410
N -3.0296 3.5359 -1.7751
C -2.8889 3.2556 -0.4342
C -3.2090 2.0087 0.1274
C -3.0666 1.8412 1.4888
C -2.6179 2.8979 2.2706
C -2.3461 4.0923 1.6282
N -2.4767 4.2694 0.3286
C -2.2598 4.6419 -2.3142
C -1.0762 4.0865 -3.1395
C 1.6965 -2.4781 1.8316
C 2.1643 -3.5707 2.5309
O 2.0974 -3.7298 3.8791
C 1.5185 -2.7042 4.6474
H 4.0767 -7.4594 2.7538
H 4.7290 -6.4671 1.4267
H 3.1375 -7.2617 1.2536
H 3.3431 -5.3574 -0.1104
H 2.5157 -3.4244 -1.3138
H 0.8638 -0.4832 0.4463
H 1.6964 -1.6888 -2.2477
H 1.1474 1.3309 -0.5199
H -1.6509 1.3530 -3.9085
H -1.6671 0.9752 -2.1785
H -3.8978 1.7460 -2.4420
H -3.4647 2.9190 -3.6829
H -3.5571 1.1860 -0.4761
H -3.3003 0.8863 1.9393
H -2.4890 2.7945 3.3359
H -1.9993 4.9603 2.1739
H -2.9042 5.2609 -2.9452
H -1.9037 5.2304 -1.4687
H -0.2054 4.7345 -3.0423
H -1.3383 3.9949 -4.1971
H 1.2319 -1.6587 2.3578
H 1.5833 -3.0410 5.6806
H 0.4670 -2.5474 4.3842
H 2.0652 -1.7616 4.5400
*
```

---

No. 3
C21H24N6O3S | ωB97M-V/def2-TZVPD

As for the relative energy (zero: lowest compared OMol25 entry of this formula, charge and spin): 2.650 eV. The SMILES is Cn1c(CNC(=O)c2ccco2)nnc1SCC(=O)N1CCN(c2ccccc2)CC1. The value obtained for the orbital gap is 0.29510 Eh. As for the HOMO energy: -7.5 eV.

The geometry in ORCA input format:
```
! wB97M-V def2-TZVPD RIJCOSX def2/J DEFGRID3
* xyz 0 1
C 4.8436 -0.5975 0.5221
N 3.7268 -0.1364 1.2944
C 3.0173 1.0286 1.2256
C 3.2610 2.1074 0.2333
N 2.6254 1.7429 -1.0179
C 1.6013 2.4773 -1.5285
O 1.2971 3.5794 -1.1208
C 0.8999 1.8246 -2.6457
C -0.1602 2.2738 -3.3907
C -0.4733 1.2374 -4.2959
C 0.4140 0.2358 -4.0391
O 1.2460 0.5759 -3.0458
N 1.9972 0.9756 2.0395
N 2.0055 -0.2135 2.6563
C 3.0337 -0.8768 2.2028
S 3.3532 -2.5683 2.4861
C 1.6598 -3.0973 2.0423
C 1.2513 -2.3342 0.7865
O 2.0723 -2.1199 -0.0946
N -0.0168 -1.9025 0.6859
C -1.0942 -2.0161 1.6446
C -1.4415 -0.6063 2.1615
N -1.8279 0.2599 1.0735
C -3.1388 0.2987 0.6163
C -3.5081 1.2303 -0.3628
C -4.8116 1.3269 -0.8024
C -5.7989 0.5090 -0.2777
C -5.4554 -0.4015 0.7041
C -4.1494 -0.5116 1.1445
C -0.7324 0.3719 0.1363
C -0.3681 -1.0182 -0.4128
H 5.6425 -0.9296 1.1862
H 5.2077 0.2040 -0.1162
H 4.5180 -1.4418 -0.0905
H 2.7853 3.0323 0.5696
H 4.3329 2.2782 0.0843
H 2.7477 0.7968 -1.3491
H -0.6382 3.2259 -3.2894
H -1.2486 1.2371 -5.0337
H 0.5487 -0.7327 -4.4794
H 1.0315 -2.8998 2.9048
H 1.7153 -4.1666 1.8394
H -0.8344 -2.6780 2.4667
H -1.9603 -2.4395 1.1212
H -2.2294 -0.6503 2.9119
H -0.5455 -0.1773 2.6233
H -2.7723 1.9074 -0.7681
H -5.0612 2.0578 -1.5581
H -6.8182 0.5863 -0.6235
H -6.2104 -1.0457 1.1321
H -3.9309 -1.2439 1.9062
H 0.1240 0.7982 0.6688
H -0.9881 1.0289 -0.6917
H -1.2291 -1.4384 -0.9456
H 0.4841 -0.9644 -1.0902
*
```

---

No. 4
C21H24O4 | ωB97M-V/def2-TZVPD

As for the relative energy (zero: lowest compared OMol25 entry of this formula, charge and spin): 0.103 eV. The SMILES is CCOc1ccc(C(=O)CCCC(=O)c2ccc(OCC)cc2)cc1. The value obtained for the orbital gap is 0.33666 Eh. As for the HOMO energy: -8.6 eV.

The geometry in ORCA input format:
```
! wB97M-V def2-TZVPD RIJCOSX def2/J DEFGRID3
* xyz 0 1
C -6.2044 -3.3901 -0.0695
C -7.0354 -2.1108 -0.0828
O -6.4564 -1.0805 0.6955
C -5.4045 -0.3750 0.2201
C -4.8647 0.5644 1.1066
C -3.8082 1.3636 0.7388
C -3.2451 1.2530 -0.5359
C -2.1122 2.0676 -1.0210
O -1.6454 1.9022 -2.1315
C -1.5178 3.0937 -0.0786
C -0.5351 2.4146 0.8846
C 0.6984 1.9011 0.1479
C 1.6328 1.1437 1.0680
O 1.3451 0.9165 2.2252
C 2.9227 0.7048 0.4909
C 3.8743 0.1637 1.3548
C 5.1066 -0.2619 0.9045
C 5.4217 -0.1570 -0.4492
O 6.5955 -0.5139 -1.0215
C 7.6025 -1.1425 -0.2515
C 7.3065 -2.6168 0.0063
C 4.4690 0.3791 -1.3237
C 3.2441 0.8038 -0.8656
C -3.7883 0.3125 -1.4125
C -4.8481 -0.4925 -1.0528
H -5.2244 -3.2234 -0.5100
H -6.7174 -4.1654 -0.6318
H -6.0666 -3.7284 0.9544
H -8.0045 -2.2930 0.3901
H -7.2121 -1.7678 -1.1093
H -5.3054 0.6438 2.0880
H -3.4241 2.0711 1.4560
H -0.9788 3.8306 -0.6778
H -2.3019 3.6045 0.4787
H -0.2231 3.1297 1.6484
H -1.0188 1.5786 1.3928
H 1.2436 2.7353 -0.2996
H 0.3947 1.2333 -0.6620
H 3.6233 0.0860 2.4024
H 5.8104 -0.6672 1.6143
H 8.5060 -1.0465 -0.8602
H 7.7628 -0.6039 0.6902
H 7.1825 -3.1379 -0.9397
H 8.1320 -3.0658 0.5516
H 6.3938 -2.7357 0.5852
H 4.7262 0.4499 -2.3689
H 2.5344 1.2028 -1.5727
H -3.3534 0.2268 -2.3975
H -5.2328 -1.2006 -1.7697
*
```

---

No. 5
C21H24O6RhSSbSe | ωB97M-V/def2-TZVPD

As for the relative energy (zero: lowest compared OMol25 entry of this formula, charge and spin): 0.380 eV. The value obtained for the orbital gap is 0.20308 Eh. As for the HOMO energy: -0.9 eV.

The geometry in ORCA input format:
```
! wB97M-V def2-TZVPD RIJCOSX def2/J DEFGRID3
* xyz -2 1
Rh -0.5299 0.6460 -0.3326
O -4.3142 -1.0897 0.0811
C -3.3843 -0.3377 0.3811
O -2.2064 -0.4681 -0.0874
C -3.6601 0.7377 1.4309
C -4.9432 0.7022 1.9848
C -5.3479 1.5536 2.9921
C -4.4373 2.4862 3.4827
C -3.1710 2.5496 2.9489
C -2.7490 1.6958 1.9096
S -1.1210 2.0445 1.3716
H -5.6100 -0.0479 1.5808
H -6.3523 1.4924 3.3947
H -4.7164 3.1646 4.2821
H -2.4615 3.2795 3.3220
C 3.6560 1.0972 -2.9445
C 2.9838 2.2844 -2.2665
Sb 1.8209 1.7887 -0.5349
C 1.6208 3.8427 0.1004
C 0.6605 4.6818 -0.7300
C 3.4255 1.4229 0.8488
C 4.0161 0.0194 0.8697
H 4.1780 1.3924 -3.8601
H 2.9188 0.3395 -3.2158
H 4.3879 0.6227 -2.2870
H 2.2893 2.7724 -2.9511
H 3.7155 3.0232 -1.9300
H 2.6308 4.2679 0.0894
H 1.2898 3.8022 1.1394
H 0.9574 4.7183 -1.7800
H 0.6133 5.7103 -0.3550
H -0.3433 4.2589 -0.7019
H 2.9950 1.6676 1.8218
H 4.1838 2.1774 0.6159
H 3.2462 -0.7115 1.1099
H 4.8078 -0.0637 1.6212
H 4.4543 -0.2466 -0.0961
O 1.5129 -2.4077 2.3781
C 0.9616 -2.0115 1.3387
O 0.8860 -0.7995 0.9773
C 0.3880 -3.1055 0.4362
C 0.2451 -4.3781 0.9792
C -0.2799 -5.4464 0.2507
C -0.6427 -5.1814 -1.0456
O -1.1649 -6.0485 -1.9906
C -1.5273 -5.2076 -3.0823
O -0.8789 -3.9654 -2.9267
C -0.4831 -3.9281 -1.6002
C 0.0218 -2.8692 -0.8919
H 0.5524 -4.5091 2.0070
H -0.4040 -6.4309 0.6818
H -2.6164 -5.0609 -3.0780
H -1.1970 -5.6743 -4.0138
H 0.1270 -1.8943 -1.3455
Se -1.0042 1.6416 -2.3806
*
```

---

No. 6
C21H25Br15F12O8 | ωB97M-V/def2-TZVPD

As for the relative energy (zero: lowest compared OMol25 entry of this formula, charge and spin): 0.000 eV. The value obtained for the orbital gap is 0.35370 Eh. As for the HOMO energy: -10.1 eV.

The geometry in ORCA input format:
```
! wB97M-V def2-TZVPD RIJCOSX def2/J DEFGRID3
* xyz 0 1
C -2.2416 1.7757 3.4117
Br -1.9599 0.0388 2.4801
Br -3.9529 1.5902 4.3085
Br -2.1064 3.2834 2.2294
H -1.4708 1.8446 4.1622
C 0.9910 -3.2038 6.1784
Br 2.8724 -2.9111 5.7602
Br 0.4663 -4.8534 5.2520
Br -0.0706 -1.7327 5.4978
H 0.9234 -3.2658 7.2517
C 0.5178 -4.2375 0.7304
Br 2.0714 -3.7886 1.8034
Br 0.7774 -3.5837 -1.0856
Br -1.1680 -3.6084 1.4418
H 0.4504 -5.3128 0.7242
C 0.5529 5.3595 -1.4769
Br 0.0300 5.6942 -3.2994
Br -0.9285 5.4573 -0.2268
Br 1.8787 6.6309 -0.7834
H 1.0391 4.4019 -1.3858
C 2.6229 4.9150 2.7261
Br 2.6251 4.1992 4.5262
Br 4.1150 4.2962 1.6407
Br 2.5897 6.8460 2.7387
H 1.6800 4.5997 2.3040
C -0.4378 -2.7948 -4.5724
C -1.6119 -1.8632 -4.3635
O -2.6825 -2.2288 -5.2563
C -2.7084 -1.6736 -6.4442
O -1.8622 -0.9686 -6.8426
C -4.0036 -1.9687 -7.2077
F -4.8695 -2.6930 -6.5715
F -4.5611 -0.8162 -7.5287
F -3.6685 -2.5776 -8.3356
H 0.0586 -2.7849 -5.5408
H -0.7303 -3.8257 -4.3774
H 0.3251 -2.5293 -3.8347
H -1.4352 -0.7909 -4.3917
H -2.0350 -2.0908 -3.3853
C -5.3324 2.5815 -0.3528
C -5.2051 1.8965 0.9882
O -6.4665 1.4661 1.4842
C -7.0956 0.4628 0.9580
O -6.8159 -0.0602 -0.0530
C -8.3954 0.1175 1.7038
F -8.8092 -1.1108 1.4529
F -8.2596 0.3283 3.0174
F -9.3660 0.9416 1.2277
H -5.6156 1.9046 -1.1611
H -4.3703 3.0216 -0.6219
H -6.1290 3.3280 -0.3937
H -4.7470 2.5632 1.7094
H -4.4853 1.0759 0.9043
C 2.0534 -0.0983 1.7618
C 2.1745 -0.0515 0.2759
O 0.9628 0.1031 -0.4245
C 0.3727 1.2471 -0.4490
O 0.7384 2.2256 0.0561
C -0.9254 1.1551 -1.2513
F -0.9523 0.0807 -2.0363
F -2.0135 1.0794 -0.4812
F -1.0429 2.2183 -2.0460
H 1.3666 -0.8778 2.0896
H 1.7874 0.8537 2.2129
H 2.9788 -0.4094 2.2575
H 2.8024 -0.8760 -0.0529
H 2.8550 0.7443 -0.0471
C 8.7128 -1.0396 1.5297
C 7.4455 -0.2727 1.1090
O 6.7647 -1.0608 0.1008
C 5.7901 -1.8346 0.5206
O 5.4063 -1.9528 1.6420
C 5.2042 -2.6871 -0.6150
F 3.9405 -2.2764 -0.8341
F 5.8642 -2.6036 -1.7595
F 5.1155 -3.9475 -0.2348
H 8.4511 -1.9564 2.0525
H 9.3243 -0.3815 2.1503
H 9.2748 -1.2887 0.6280
H 7.6658 0.7026 0.6811
H 6.8922 -0.1406 2.0435
*
```

---

No. 7
C21H25Cl9N4O5V | ωB97M-V/def2-TZVPD

As for the relative energy (zero: lowest compared OMol25 entry of this formula, charge and spin): 4.334 eV. The value obtained for the orbital gap (spin up / spin down) is 0.24953 / 0.26557 Eh. As for the HOMO energy (spin up / spin down): -8.3 / -8.3 eV.

The geometry in ORCA input format:
```
! wB97M-V def2-TZVPD RIJCOSX def2/J DEFGRID3
* xyz 0 2
O 7.5500 -8.7659 -14.7027
V 5.9836 -8.9188 -14.9219
C 5.2506 -6.6687 -10.9293
C 5.8438 -7.0284 -12.2969
C 7.3297 -6.6551 -12.3889
O 5.5594 -8.3394 -12.7675
H 5.5570 -5.6469 -10.6973
H 5.5279 -7.3052 -10.0899
H 4.1695 -6.6101 -11.0657
H 5.3001 -6.3848 -13.0015
H 7.8347 -7.2037 -11.5925
H 7.3905 -5.5759 -12.2369
H 7.7498 -6.8777 -13.3664
N 5.4841 -5.7140 -16.2406
O 5.7637 -6.7350 -15.5748
O 5.6152 -4.5940 -15.7155
O 4.8705 -5.7661 -17.3341
N 6.4602 -9.4038 -17.0854
C 5.8207 -8.8530 -18.1481
C 6.2488 -8.8645 -19.4462
C 7.4660 -9.4766 -19.7354
C 8.0722 -10.1741 -18.7120
C 7.5509 -10.1191 -17.3918
H 4.9101 -8.2808 -18.0164
H 5.6041 -8.4108 -20.1847
H 7.9383 -9.4684 -20.7077
H 9.0113 -10.6292 -18.9939
H 8.2234 -10.3992 -16.5920
N 9.9097 -7.4456 -16.2896
C 9.1795 -6.3203 -16.2309
C 9.5203 -5.1478 -16.9233
C 10.6425 -5.1495 -17.7132
C 11.4240 -6.2986 -17.7434
C 11.0092 -7.4067 -17.0522
H 8.3999 -6.2284 -15.4853
H 8.9074 -4.2744 -16.7445
H 11.0415 -4.2487 -18.1613
H 12.3296 -6.3148 -18.3347
H 11.6772 -8.2609 -17.0431
N 3.9046 -9.3547 -15.5473
C 3.0220 -8.3712 -15.3384
C 1.6858 -8.4335 -15.7739
C 1.1859 -9.5549 -16.3645
C 2.1170 -10.5450 -16.6638
C 3.4335 -10.4009 -16.2739
H 3.3751 -7.4846 -14.8266
H 1.0087 -7.6153 -15.5647
H 0.1925 -9.6146 -16.7864
H 1.7337 -11.3972 -17.2080
H 4.1184 -11.1667 -16.6132
C 5.5954 -2.7962 -18.5201
Cl 6.6020 -3.7159 -19.6406
Cl 4.3183 -2.0051 -19.3960
Cl 6.5699 -1.7465 -17.5063
H 5.0522 -3.4900 -17.8832
C 4.3478 -3.8066 -13.0788
Cl 3.1346 -5.0383 -13.3833
Cl 4.6430 -3.5544 -11.2882
Cl 3.6114 -2.2584 -13.6723
H 5.2686 -3.9336 -13.6382
C 1.6478 -5.2092 -17.0858
Cl 2.5395 -3.7697 -16.5541
Cl 0.8355 -4.8067 -18.6320
Cl 0.5245 -5.7273 -15.8222
H 2.3731 -6.0073 -17.2058
*
```

---

No. 8
C21H25FN2O2S | ωB97M-V/def2-TZVPD

As for the relative energy (zero: lowest compared OMol25 entry of this formula, charge and spin): 20.261 eV. The SMILES is COc1ccccc1N1CCN(C(=O)CCSCc2ccccc2F)CC1. The value obtained for the orbital gap is 0.29683 Eh. As for the HOMO energy: -7.9 eV.

The geometry in ORCA input format:
```
! wB97M-V def2-TZVPD RIJCOSX def2/J DEFGRID3
* xyz 0 1
C 3.3020 5.2198 -0.9214
O 2.2939 4.1980 -1.0620
C 2.8042 3.2693 -1.9938
C 3.9154 3.4592 -2.8225
C 3.9457 2.3813 -4.0680
C 3.1573 1.2993 -4.1470
C 2.1166 1.1123 -3.0855
C 2.0740 1.9457 -2.2414
N 0.8919 1.9511 -1.3959
C 0.9784 1.9959 0.2313
C -0.1648 2.3690 0.8979
N -1.0939 1.5769 0.7057
C -1.7548 0.7327 1.6919
O -1.2673 0.7190 2.7758
C -2.8293 -0.4766 1.0522
C -2.0969 -1.5077 0.3218
S -0.3860 -1.9686 0.6540
C -0.4841 -2.5152 2.4561
C -1.5007 -3.9097 2.1405
C -0.8140 -4.9663 1.9695
C -1.4175 -6.0840 1.9127
C -2.7808 -6.3652 2.2483
C -3.5111 -4.9787 2.9675
C -2.7476 -3.9854 2.8993
F -3.3318 -2.7443 3.4099
C -1.2849 1.5395 -0.8405
C 0.0378 1.1070 -1.5016
H 4.2358 4.9452 -0.7185
H 3.1341 5.6683 -1.9224
H 2.7845 5.8229 -0.1548
H 4.4304 4.1330 -2.9735
H 4.7930 2.4607 -4.7165
H 3.4712 0.5768 -4.8757
H 1.4972 0.1529 -3.2940
H 2.0575 2.4527 0.4073
H 1.2968 0.8518 0.6686
H -0.0176 2.1824 2.1549
H -0.3614 3.3940 0.8564
H -3.0161 -0.7488 2.1998
H -3.5278 0.1613 0.5305
H -2.8518 -2.3548 0.3438
H -1.9779 -1.2502 -0.7852
H 0.4618 -2.8196 2.6708
H -1.2830 -1.7501 2.8706
H 0.1854 -4.9855 1.3999
H -1.1375 -6.9936 1.3577
H -3.3396 -7.2135 2.3270
H -4.4885 -5.0131 3.2946
H -2.3021 0.9314 -0.8479
H -1.6442 2.6294 -1.1906
H -0.3926 1.2445 -2.6319
H -0.0592 0.1481 -1.2259
*
```